The following is a quantum chemistry calculation of a 9-piece molecular cluster, C28H60O9 overall in a non-equilibrium geometry, from OMol25.

XYZ file:
```
97
Properties=species:S:1:pos:R:3:forces:R:3:mulliken_charge:R:1
O 0.365 5.805 -1.501 -0.12 0.10 -1.60 -0.6396
O -0.081 -2.879 1.107 -1.15 -0.45 -1.42 -0.4361
O 2.495 3.365 1.717 0.99 0.27 0.80 -0.6251
O 1.193 1.307 0.064 1.08 -0.60 -0.23 0.0473
O 3.629 -2.963 2.419 0.18 0.73 0.18 -0.4067
O -1.113 -0.274 5.270 1.00 0.71 0.57 -0.4782
O -0.400 -2.179 -3.176 0.28 0.09 0.51 -0.1681
O -1.531 4.557 -3.243 -0.13 -0.79 0.74 -0.5748
O -3.187 2.263 0.633 -0.33 1.18 -0.36 -0.4703
C -1.402 3.978 -4.540 0.20 -1.35 0.32 -0.6001
C 0.327 -3.046 -4.029 0.84 0.91 0.22 -0.7923
C 1.822 1.578 -2.224 0.29 -1.44 -1.01 -0.5271
C -4.159 1.286 0.849 0.02 -1.39 0.79 -0.7589
C -1.697 -2.083 -3.724 0.85 1.22 -1.18 -0.1466
C -2.259 3.632 -2.336 -0.10 0.74 -0.34 0.2385
C -2.608 2.410 -3.185 0.50 0.77 0.05 -0.3121
C -0.477 1.902 4.854 0.05 1.24 0.17 -0.6384
C 3.951 -1.301 4.184 -0.85 -0.27 -0.71 -0.3283
C -1.639 2.451 -4.362 1.81 1.01 0.90 -0.2066
C 3.938 -0.705 2.801 -0.93 1.03 -1.42 0.0365
C -0.624 -4.123 -4.464 0.50 0.23 0.29 -0.4369
C 0.194 -4.445 -0.759 0.76 0.23 0.86 -0.2110
C -1.972 1.866 1.243 0.82 0.02 -1.04 0.6141
C 0.646 1.608 -1.280 -0.20 0.59 2.17 -0.0591
C 2.520 0.705 -0.145 -1.18 0.51 -0.73 0.6050
C -1.270 -4.128 -0.569 -1.08 0.36 0.80 -0.4206
C 3.055 1.522 -1.289 -0.05 0.09 -1.41 -0.7171
C 0.875 -3.460 0.252 1.58 -1.04 -0.09 0.1867
C 4.240 -1.814 1.816 1.99 -1.19 -0.29 -0.1519
C -1.956 -3.434 -4.307 -1.72 -1.00 -0.87 -0.7956
C -1.293 -2.811 0.266 2.18 -0.41 -0.52 0.2673
C -3.318 -0.020 0.961 -2.11 -0.34 0.19 0.3105
C -2.219 0.478 1.810 1.86 1.14 -0.14 0.2002
C 0.166 -0.357 4.616 -0.40 -0.85 0.23 -0.3248
C -1.059 1.018 5.939 1.08 -1.39 -0.59 -0.5751
C 3.390 -2.662 3.809 -1.00 -2.07 0.62 -0.4426
C 0.445 1.036 4.007 0.19 -1.21 1.22 0.9528
H -1.744 -4.847 0.118 0.23 -0.16 -0.47 0.3927
H 0.636 -4.277 -1.713 -0.28 0.60 -1.01 -0.1470
H -1.283 -0.042 1.701 0.29 -0.67 0.28 -0.0449
H -1.250 1.832 0.402 0.03 0.18 0.77 -0.7142
H 3.251 2.564 -1.010 0.59 -0.40 0.24 0.3500
H 0.494 -5.492 -0.603 -0.50 0.23 0.61 0.3397
H 0.232 1.099 2.956 0.01 -0.04 -0.42 -1.0023
H -0.124 5.379 -2.260 0.18 0.22 1.04 0.4064
H 5.389 -2.025 1.698 -1.79 0.45 0.27 0.1883
H 1.224 -3.368 -3.482 -0.27 0.05 -0.33 0.3829
H -1.726 3.417 -1.398 0.42 0.14 -0.66 -0.3610
H -0.479 -4.996 -3.867 -0.26 -0.67 0.52 0.2019
H 1.495 1.233 4.196 0.11 0.44 -0.27 0.5886
H 1.865 2.387 -2.983 -0.14 -0.45 0.60 0.3819
H 1.771 3.039 1.220 -1.30 -1.24 -0.82 0.2045
H 2.516 4.266 1.419 0.32 0.87 0.01 0.3044
H -0.627 2.050 -4.116 -0.82 -0.15 0.31 -0.1492
H -3.016 -0.245 -0.070 0.29 -0.22 0.30 -0.3431
H 4.925 -1.257 4.656 0.15 -0.35 0.03 0.3524
H -2.328 -1.748 -2.923 -0.61 0.02 0.23 0.2176
H -0.403 4.200 -4.951 -0.45 0.05 0.18 0.3199
H -1.892 -4.075 -1.472 0.31 0.07 0.18 0.0525
H 2.895 -0.411 2.527 0.61 0.12 0.54 -0.3841
H -4.668 1.484 1.811 -0.22 -0.14 -0.42 0.2970
H 3.125 0.649 0.743 -0.17 0.65 0.48 0.0273
H -1.918 1.954 -5.262 -0.61 -0.24 -0.64 0.5189
H -3.857 -0.899 1.398 0.28 0.77 -0.48 0.3519
H -1.267 -1.902 -0.363 -0.04 -0.29 0.28 -0.4744
H -3.645 2.504 -3.424 -0.66 0.02 -0.87 0.4478
H 0.076 -1.185 3.926 0.06 -0.02 -0.47 0.0006
H 3.749 -3.530 4.374 0.53 0.29 0.10 0.3745
H 3.846 -1.693 0.776 0.13 0.08 0.94 0.1937
H 2.292 -2.753 3.996 0.51 0.61 -0.34 0.1101
H -0.382 0.996 6.821 -0.36 -0.24 -0.30 0.2567
H 1.788 0.584 -2.754 0.01 1.00 0.13 0.1044
H -2.548 1.522 -2.620 0.33 -1.18 0.75 -0.0999
H -2.051 -2.820 0.986 -1.57 0.38 0.70 0.4524
H -2.172 4.305 -5.204 -0.53 0.90 -0.48 0.3031
H -1.717 -1.328 -4.562 0.08 -0.27 0.78 0.1535
H 0.746 6.576 -1.965 -0.11 -0.38 0.61 0.2871
H -3.165 4.143 -2.000 0.06 0.07 -0.18 0.4432
H 0.950 -0.677 5.353 -0.48 0.53 -0.31 0.2396
H 0.232 2.621 -1.109 -0.05 -0.58 -0.62 -0.2376
H -2.398 0.713 2.848 -0.67 -1.05 0.50 -0.1586
H -0.422 -4.378 -5.478 0.07 -0.35 -0.78 0.3705
H 2.393 -0.320 -0.480 -0.20 -0.41 -0.13 -0.5141
H 1.411 -2.641 -0.294 -0.18 -0.68 0.32 -0.3511
H 4.576 0.156 2.695 0.22 0.43 -0.14 0.5789
H -4.851 1.226 0.013 -0.18 0.36 0.02 0.4154
H -1.634 2.548 2.039 -0.16 0.12 -0.48 0.3192
H -2.488 -3.447 -5.262 0.14 0.56 -0.05 0.3638
H -2.645 -3.967 -3.694 -0.30 -0.71 0.83 0.3080
H 0.608 -2.458 -4.903 0.42 0.06 -0.21 0.3631
H 3.212 -0.775 4.785 0.23 0.05 0.33 0.0387
H -1.285 2.305 4.272 -0.43 0.14 -0.47 0.0841
H 0.065 2.769 5.224 -0.02 0.09 0.30 0.5100
H -0.143 0.847 -1.424 0.26 0.48 -0.50 0.1311
H -2.064 1.188 6.243 -0.72 0.62 0.29 0.3843
H 1.577 -4.101 0.838 -0.21 1.16 -0.12 0.2660
H 3.865 1.018 -1.873 -0.24 0.70 0.82 0.3881
```
Positions in Å, forces in eV/Å.

Properties
HOMO-LUMO gap (hartree): 0.3581
2S+1: 1
Max |F| (hartree/bohr): 0.0464
DFT total energy (Eh): -1779.8429
LUMO (eV): 0.580
Net charge: 0

The following is a quantum chemistry calculation of C3H3NO4 as an isolated structure in a non-equilibrium geometry, from OMol25.

XYZ file:
```
11
Properties=species:S:1:pos:R:3:forces:R:3:mulliken_charge:R:1
O 0.876 1.539 -1.079 -0.36 1.08 1.78 -0.5160
O -0.709 -2.573 -0.090 3.10 -5.07 -3.48 -0.4976
O 0.309 -0.600 -0.792 -0.58 -4.75 -0.44 -0.3810
O -0.505 1.800 1.544 3.41 1.52 -0.72 -0.6120
N -0.971 -0.603 1.091 1.61 -1.21 -1.20 -0.5477
C -0.513 0.634 0.702 -0.38 4.20 4.15 0.5261
C 0.173 0.625 -0.387 1.34 1.49 -1.94 0.3320
C -0.411 -1.367 0.174 -0.32 4.66 0.63 0.5693
H 0.558 2.476 1.461 -4.89 -3.68 0.00 0.3678
H 1.096 1.132 -1.888 0.55 -0.53 -1.67 0.3322
H 0.097 -3.063 -0.737 -3.49 2.29 2.89 0.4272
```
Positions in Å, forces in eV/Å.

Properties
Energy above the lowest of the compared OMol25 structures with the same formula, charge and spin (kJ/mol): 430.3
HOMO-LUMO gap (hartree): 0.2917
2S+1: 1
Max |F| (hartree/bohr): 0.1338
DFT total energy (Eh): -471.7093
LUMO (eV): -0.054
Net charge: 0

The following is a quantum chemistry calculation of C16H32ClNOP2V as an isolated structure in a non-equilibrium geometry, from OMol25.

XYZ file:
```
54
Properties=species:S:1:pos:R:3:forces:R:3:lowdin_spin:R:1
V 0.031 0.067 0.127 -1.63 -0.24 -1.98 1.3186
Cl 0.462 1.062 2.898 0.13 -0.16 0.64 -0.0033
P -2.506 0.226 0.283 1.27 -0.14 -0.17 -0.0113
P 2.545 -0.081 -0.051 -0.67 -0.15 0.12 0.0094
O -0.596 -1.661 0.806 0.52 0.65 -0.05 0.0134
N -0.023 0.836 -1.423 0.45 -1.37 2.50 -0.2117
C 0.181 1.720 1.276 0.02 0.54 -0.57 -0.0039
C 3.513 -0.078 1.489 0.38 -0.10 -0.01 -0.0006
C 3.263 1.268 -1.044 0.22 0.04 -0.01 0.0002
C -3.324 -1.214 -0.465 -0.22 -0.07 -0.03 0.0001
C -0.023 1.689 -2.452 -0.10 0.89 -1.62 -0.0125
C 0.018 3.959 -3.347 -0.02 -0.23 -0.16 0.0041
C 0.130 -2.449 1.716 0.02 0.32 -0.52 0.0060
C 3.077 -1.586 -0.927 0.26 -0.14 -0.06 0.0056
C 0.038 3.446 -4.650 -0.01 -0.12 -0.05 -0.0436
C -0.012 3.103 -2.254 0.02 -0.71 -0.09 -0.0399
C -3.231 1.662 -0.565 -0.43 0.02 0.13 -0.0024
C -0.536 -2.456 3.090 0.24 0.00 0.00 -0.0004
C -0.019 1.185 -3.788 0.02 0.29 0.64 -0.0392
C 0.016 2.058 -4.865 0.04 0.29 0.19 0.0046
C 0.234 -3.880 1.171 0.31 -0.22 0.35 0.0007
C -3.107 0.266 1.995 -0.39 0.04 0.03 -0.0019
H 1.061 2.293 0.966 -0.34 0.30 0.35 0.0062
H 2.703 -1.551 -1.960 0.07 -0.01 0.30 0.0002
H -0.033 0.097 -3.909 -0.01 0.43 -0.05 -0.0017
H -4.206 0.261 1.992 0.19 0.03 0.22 -0.0007
H 2.949 1.165 -2.091 0.00 0.03 0.30 -0.0001
H 2.914 2.240 -0.673 0.06 -0.24 -0.09 -0.0001
H -1.533 -2.907 3.018 0.12 0.04 -0.02 0.0001
H -2.729 -0.618 2.528 -0.09 0.28 -0.23 0.0001
H 0.092 -4.591 1.993 0.10 -0.08 -0.21 0.0002
H 0.070 4.125 -5.504 -0.02 -0.19 0.27 -0.0026
H -2.955 -2.127 0.024 -0.08 0.36 -0.13 0.0000
H 1.147 -1.986 1.788 -0.29 -0.53 0.37 0.0009
H 3.419 0.895 1.989 -0.01 -0.25 -0.11 0.0000
H 4.569 -0.280 1.264 -0.15 0.09 0.16 -0.0004
H -4.312 1.708 -0.369 0.17 0.17 -0.16 -0.0006
H -3.050 1.568 -1.644 -0.02 0.02 0.30 0.0000
H -4.416 -1.137 -0.361 0.23 -0.09 -0.11 -0.0004
H 0.028 1.653 -5.877 0.00 0.18 0.18 0.0012
H -0.021 3.478 -1.225 0.00 -0.10 -0.38 -0.0018
H 1.224 -4.059 0.744 -0.10 -0.12 -0.13 0.0001
H -0.747 2.300 1.283 0.44 0.22 0.15 0.0059
H -0.525 -4.082 0.407 0.11 0.23 0.18 0.0000
H 0.073 -3.061 3.769 -0.14 0.03 0.07 -0.0001
H -3.047 -1.252 -1.528 -0.13 -0.01 0.27 0.0001
H 2.653 -2.472 -0.434 0.14 0.26 -0.13 0.0002
H 3.128 -0.854 2.163 0.10 0.23 -0.15 0.0000
H 4.361 1.234 -0.989 -0.23 0.05 -0.06 -0.0002
H 0.029 5.035 -3.177 0.00 -0.20 -0.11 0.0012
H 4.174 -1.657 -0.938 -0.24 -0.08 -0.06 0.0005
H -2.735 1.168 2.498 -0.12 -0.22 -0.08 0.0000
H -0.623 -1.453 3.514 -0.01 -0.06 -0.13 0.0001
H -2.749 2.582 -0.211 -0.14 -0.21 -0.09 0.0000
```
Positions in Å, forces in eV/Å.

Properties
HOMO-LUMO gap (spin up / spin down) (hartree): 0.2699 / 0.2896
2S+1: 2
<S²>: 0.88
Max |F| (hartree/bohr): 0.0561
DFT total energy (Eh): -2845.7610
LUMO (spin up / spin down) (eV): 0.161 / 0.668
Net charge: 0

The following is a quantum chemistry calculation of a 2-piece molecular cluster, C5H14N2 overall in a non-equilibrium geometry, from OMol25.

XYZ file:
```
21
Properties=species:S:1:pos:R:3:forces:R:3:mulliken_charge:R:1
N 0.905 0.883 -1.046 -0.86 1.19 0.59 -0.6544
N -1.980 1.401 -0.737 -0.43 -0.28 -0.64 -0.6401
C -0.118 -1.045 -0.244 0.37 -1.01 -0.67 -1.2392
C 1.100 -0.114 -0.211 0.42 -0.62 -3.78 0.9861
C 2.515 -0.729 -0.214 -0.57 -0.55 1.35 -1.2924
C -1.815 0.772 0.561 0.56 1.63 0.58 -0.4535
C -1.421 -0.694 0.469 -0.98 0.47 0.28 -0.6918
H 0.159 -2.055 0.079 0.18 0.10 0.18 0.3232
H -0.271 -1.158 -1.322 -0.26 0.09 0.05 0.4770
H 3.190 -0.365 -0.979 -0.29 0.20 -0.24 0.3607
H 1.655 1.558 -1.168 0.51 -0.46 0.19 0.2073
H -2.736 0.975 1.116 -0.26 -0.83 -0.11 0.4719
H 0.802 -0.416 1.619 0.81 2.82 -0.85 0.2439
H 2.960 -0.548 0.765 0.24 -0.18 -0.03 0.3204
H -1.108 1.495 -1.239 0.20 -0.11 0.16 0.2397
H 2.367 -1.806 -0.313 0.33 -0.03 -0.11 0.3300
H -1.117 1.341 1.206 0.43 -0.27 -0.21 0.2096
H -1.442 -1.150 1.460 0.17 0.22 0.17 0.3883
H -2.431 2.304 -0.707 -0.04 -0.06 0.26 0.2261
H 1.070 0.486 0.936 -0.84 -1.90 3.17 -0.1594
H -2.286 -1.136 -0.031 0.32 -0.42 -0.36 0.3468
```
Positions in Å, forces in eV/Å.

Properties
Energy above the lowest of the compared OMol25 structures with the same formula, charge and spin (kJ/mol): 503.3
HOMO-LUMO gap (hartree): 0.3002
2S+1: 1
Max |F| (hartree/bohr): 0.0749
DFT total energy (Eh): -308.2314
LUMO (eV): -0.204
Net charge: 0

The following is a quantum chemistry calculation of C9H8OP2S2 as an isolated structure in a non-equilibrium geometry, from OMol25.

XYZ file:
```
22
Properties=species:S:1:pos:R:3:forces:R:3:mulliken_charge:R:1
S -3.306 -0.665 0.072 1.97 0.12 0.05 -0.1247
S -1.623 2.524 0.098 0.41 -0.49 -0.37 -0.1871
P 1.872 -0.883 1.959 -0.67 -1.97 -2.21 0.0473
P 2.967 -0.351 -0.901 -0.21 -0.92 -2.56 0.0217
O 0.481 -1.384 -0.698 1.62 0.70 -0.14 -0.3458
C -1.575 -0.286 -0.058 -0.79 -0.60 -0.37 0.4519
C 0.447 0.974 -0.110 1.25 -0.09 -0.40 0.0977
C -0.819 -1.384 -0.411 -2.11 -0.08 0.00 0.1047
C -1.647 -2.511 -0.648 -1.33 -2.02 -0.08 -0.7752
C -0.083 3.249 0.052 2.51 0.11 1.65 -0.4563
C -2.965 -2.315 -0.348 -0.64 1.61 -0.37 -0.2355
C -0.904 0.968 -0.079 -1.46 0.00 0.63 0.7872
C 0.957 2.275 0.044 -3.51 1.61 -0.54 -0.7509
C 1.257 -0.278 -0.235 -0.92 -0.06 2.28 -0.2619
H 0.041 4.316 0.417 -0.19 -1.49 -0.96 0.3462
H -1.448 -3.508 -1.061 0.84 0.65 0.28 0.3128
H 1.960 2.454 0.183 2.00 0.78 0.09 0.4404
H -3.911 -2.831 -0.531 0.94 -0.65 0.11 0.4012
H 3.432 0.798 -0.354 0.25 1.14 0.71 0.0070
H 0.593 -1.556 2.255 0.93 0.19 -0.56 0.0337
H 1.387 0.123 2.683 -0.61 2.13 0.83 0.0232
H 2.887 0.270 -2.331 -0.29 -0.67 1.93 0.0625
```
Positions in Å, forces in eV/Å.

Properties
Energy above the lowest of the compared OMol25 structures with the same formula, charge and spin (kJ/mol): 0.0
HOMO-LUMO gap (hartree): 0.2784
2S+1: 1
Max |F| (hartree/bohr): 0.0759
DFT total energy (Eh): -1901.9453
LUMO (eV): 0.138
Net charge: 0

The following is a quantum chemistry calculation of C13H10Cl5InN as an isolated structure in a non-equilibrium geometry, from OMol25.

XYZ file:
```
30
Properties=species:S:1:pos:R:3:forces:R:3:mulliken_charge:R:1
In -0.575 -0.263 -0.394 6.33 -5.16 0.68 0.2191
Cl 0.649 1.223 -3.221 -0.01 -0.09 0.21 -0.1971
Cl 1.194 1.074 2.164 0.44 0.12 -0.23 -0.1706
Cl 5.143 3.164 -0.949 0.26 0.15 0.07 -0.1976
Cl 3.391 2.619 -3.488 0.03 0.01 0.14 -0.1948
Cl 4.113 2.279 1.893 -0.12 0.05 0.01 -0.1982
N -0.881 -1.720 -2.064 0.38 1.22 0.99 -0.5869
C -0.749 -2.858 0.597 -0.97 -0.52 0.52 -0.7579
C 2.852 2.114 -1.928 -0.74 -0.44 0.82 -0.0739
C 1.603 1.413 -1.780 1.61 0.81 -0.05 0.4037
C -2.097 -2.913 1.069 1.18 0.02 -0.27 -0.4597
C 3.633 2.385 -0.792 -1.48 -1.07 0.67 0.2261
C -2.256 -1.921 2.077 1.10 0.12 0.59 -0.5852
C -0.994 -1.269 2.281 -1.51 -0.65 -0.16 -0.7289
C 1.893 1.332 0.586 0.79 0.44 -0.46 0.5975
C -2.278 0.298 -0.900 -9.38 1.07 -3.19 0.1859
C -2.375 1.133 0.211 0.09 0.87 1.84 -0.9180
C -0.051 -1.843 1.350 -0.76 0.14 -0.62 -0.2800
C 3.140 1.974 0.502 -0.06 0.16 -1.45 -0.0660
C 1.158 0.962 -0.552 0.55 1.05 0.41 -0.4254
H -1.917 2.145 0.365 -0.33 -0.92 -0.91 0.2631
H -0.514 -1.239 -2.899 -0.05 0.09 0.09 0.0254
H -0.332 -3.415 -0.259 -0.35 0.43 0.73 0.3541
H -2.124 0.825 -1.859 -0.12 -0.64 0.41 0.3299
H -3.013 -0.667 -0.987 2.05 2.57 0.26 0.1385
H -2.874 -3.628 0.742 0.55 0.66 0.02 0.3715
H -0.780 -0.504 3.025 -0.13 -0.28 -0.23 0.2695
H -3.171 -1.771 2.670 0.55 0.11 -0.38 0.3984
H -2.818 0.796 1.157 0.24 -0.28 -0.54 0.2649
H 1.029 -1.724 1.381 -0.14 -0.03 0.04 0.7928
```
Positions in Å, forces in eV/Å.

Properties
Energy above the lowest of the compared OMol25 structures with the same formula, charge and spin (kJ/mol): 22.8
HOMO-LUMO gap (spin up / spin down) (hartree): 0.1964 / 0.1968
2S+1: 1
Max |F| (hartree/bohr): 0.1937
DFT total energy (Eh): -3047.0090
LUMO (spin up / spin down) (eV): 2.355 / 2.355
Net charge: -1

Question: What is the DFT total energy in the sixth record?
Answer: -3047.0090 Eh

Question: Look up the 2S+1 of the fourth one.
Answer: 1

Question: Which formula does entry 3 have?
Answer: C16H32ClNOP2V

Question: What is the net charge in the fifth record?
Answer: 0